Here is C12B3InO24 as an isolated structure from OMol25. Energies are from ωB97M-V/def2-TZVPD.

Cartesian coordinates (Å):
In  6.407  -19.419  24.452
O  7.731  -18.089  22.216
C  8.416  -17.689  21.215
O  9.404  -18.308  20.558
B  9.943  -17.412  19.461
O  9.030  -16.256  19.431
C  8.135  -16.351  20.354
O  7.271  -15.576  20.600
O  9.886  -18.118  18.155
C  11.166  -18.365  17.750
O  11.574  -19.005  16.756
C  12.156  -17.677  18.794
O  11.389  -17.026  19.697
O  13.423  -17.628  18.759
O  9.690  -22.197  16.336
C  8.827  -22.316  17.188
O  9.005  -22.028  18.493
B  7.776  -22.532  19.155
O  6.768  -22.801  18.099
C  7.357  -22.751  16.921
O  6.828  -22.914  15.803
O  8.077  -23.672  20.006
C  7.748  -23.383  21.226
O  7.787  -24.231  22.160
C  7.389  -21.930  21.297
O  7.249  -21.547  20.060
O  7.287  -21.311  22.376
O  3.654  -18.789  25.359
C  2.441  -18.669  25.198
O  1.639  -19.642  24.847
B  0.297  -19.124  24.491
O  0.339  -17.773  25.109
C  1.632  -17.430  25.481
O  2.085  -16.366  25.857
O  -0.766  -20.073  24.892
C  -1.535  -20.344  23.854
O  -2.506  -21.045  23.777
C  -0.993  -19.644  22.639
O  0.176  -19.077  23.029
O  -1.453  -19.534  21.524

Summary:
orbital gap	1.2	eV
multiplicity	1